Density functional theory data (wB97M-V/def2-TZVPD) for a gas-phase ion, C6H10N5 (charge +1) at a distorted geometry.

Computed properties:
Calculated total energy   -13822.3866 eV
Relative energy (zero: lowest compared OMol25 entry of this formula, charge and spin)   298.80 kJ/mol
Kohn-Sham gap (alpha / beta)   0.26032 / 0.30945 Ha
Net charge   +1
⟨S²⟩   2.018
LUMO level (alpha / beta)   -0.138 / -0.211 hartree
M   152.18 g mol⁻¹
Spin multiplicity   3

Each line ends with the Löwdin charge.
Atoms and positions in Å:
C1 1.3221 0.1458 0.0906  0.033
C2 0.3127 0.0142 -0.8199  -0.271
C3 -0.3261 -0.7451 1.5122  0.064
C4 -1.0850 -0.2088 -2.4933  -0.070
C5 1.2950 0.6326 -3.0684  -0.005
C6 -1.3643 -0.3387 2.4514  -0.180
N1 -1.6644 -0.6808 -1.4284  0.094
N2 -0.8238 -0.5274 -0.4597  0.050
N3 0.8986 -0.1920 1.3328  0.060
N4 0.2006 0.2348 -2.2033  -0.022
N5 -0.4283 -0.2263 3.6076  0.019
H1 2.1283 0.7764 -0.1756  0.129
H2 -1.4098 -0.3082 -3.5340  0.150
H3 1.9256 1.3728 -2.6224  0.085
H4 1.9327 -0.1971 -3.4682  0.118
H5 0.8235 1.0173 -4.0022  0.111
H6 -1.8309 0.6498 2.0805  0.164
H7 -2.0915 -1.2013 2.6198  0.153
H8 1.2556 -0.0943 2.2630  0.144
H9 -0.3406 0.7046 3.9916  0.099
H10 -0.7301 -0.8281 4.3259  0.075